No. 1
{"formula": "C11H22N2O8", "method": "the ωB97M-V functional and the def2-TZVPD basis", "e_tot_ha": -1143.77370, "e_above_lowest_kj_mol": 72.6, "spin_multiplicity": 1, "smiles": "O=C(CO)[C@@H](O)[C@@H](O)[C@H](O)CO.CNC(=O)CNC(C)=O", "gap_ev": 9.75, "lumo_ev": 0.4, "species": ["O", "O", "O", "O", "O", "O", "O", "O", "N", "N", "C", "C", "C", "C", "C", "C", "C", "C", "C", "C", "C", "H", "H", "H", "H", "H", "H", "H", "H", "H", "H", "H", "H", "H", "H", "H", "H", "H", "H", "H", "H", "H", "H"], "coordinates": [[-1.8589, -0.5761, 5.1380], [-3.2978, 1.5677, -0.2794], [0.0267, 2.2868, 0.7968], [-3.9928, 0.6091, 2.1535], [2.5327, 1.4542, -3.1128], [-0.4096, -0.2771, 2.4926], [-3.6538, -2.5848, 4.8010], [2.3609, -2.8452, -2.1358], [3.2893, 0.2118, -1.3964], [1.5778, -1.2834, -3.5607], [1.4168, -2.1497, -4.7254], [-3.0404, -1.9993, 3.6365], [2.0118, -1.6908, -2.3635], [-0.9137, 1.4589, 0.0977], [3.4162, 1.1720, -2.3119], [2.0991, -0.6334, -1.2623], [-2.6458, 0.3762, 1.6964], [-2.3027, 1.5476, 0.7510], [-1.6949, 0.2274, 2.9068], [-2.2573, -0.7201, 3.9829], [4.7318, 1.9148, -2.3354], [0.9063, -1.6105, -5.5244], [1.2070, -0.0100, -1.3070], [2.1161, -1.1403, -0.2977], [-1.5645, 1.2137, 3.3633], [0.8302, -3.0293, -4.4525], [-3.0905, -2.4175, 5.5835], [1.4305, -0.2866, -3.6758], [4.0670, 0.0289, -0.7838], [2.3971, -2.4754, -5.0777], [5.5439, 1.2088, -2.5013], [4.8729, 2.4291, -1.3865], [-0.1451, 3.2252, 0.6049], [-0.5714, 0.4205, 0.0779], [-4.1613, 1.3191, 0.1033], [-2.6130, -0.5544, 1.1172], [0.2265, -0.2641, 3.2333], [-2.3436, -2.7130, 3.1875], [-4.0586, 1.4512, 2.6410], [-0.9722, 1.7996, -0.9416], [4.7108, 2.6420, -3.1462], [-3.8187, -1.7886, 2.8995], [-2.3648, 2.4852, 1.3135]], "forces_ev_per_angstrom": [[-0.78, 0.03, -1.42], [0.05, -0.13, 0.11], [0.03, -0.25, 0.05], [0.24, -0.32, 0.20], [-0.28, -0.19, 0.10], [-0.52, -0.08, 0.15], [0.60, 0.50, -0.52], [-0.22, 0.21, -0.03], [-0.18, -0.93, 0.87], [-0.65, 0.84, -0.57], [0.28, -0.08, 0.51], [-0.44, 0.19, 0.95], [0.67, -1.07, 0.30], [-0.19, 0.83, -0.13], [-0.03, 0.90, -0.99], [-0.08, 0.42, -0.37], [0.58, 0.84, 0.24], [-0.50, -0.72, -0.42], [0.01, 0.00, -0.16], [1.06, -0.70, 1.42], [-0.13, -0.06, 0.04], [0.07, 0.04, 0.21], [0.06, 0.21, 0.05], [0.13, 0.02, -0.19], [-0.06, -0.03, 0.17], [0.10, 0.05, -0.05], [-0.17, 0.13, -0.69], [0.10, -0.14, 0.04], [-0.06, -0.05, -0.07], [-0.08, -0.11, -0.09], [0.14, 0.05, 0.08], [0.18, 0.03, 0.05], [-0.06, -0.66, -0.08], [0.24, 0.31, 0.28], [0.62, 0.15, -0.03], [-0.40, 0.12, 0.07], [-0.68, 0.16, -0.32], [0.21, 0.10, -0.10], [0.31, -0.43, -0.28], [-0.28, -0.10, 0.07], [-0.03, -0.11, 0.12], [-0.02, -0.03, 0.23], [0.12, 0.07, 0.18]]}

No. 2
{"formula": "C11H22N3", "method": "the ωB97M-V functional and the def2-TZVPD basis", "e_tot_ha": -596.19392, "e_above_lowest_kj_mol": 295.6, "spin_multiplicity": 1, "total_charge": 1, "gap_ev": 7.71, "lumo_ev": -3.2, "species": ["N", "N", "N", "C", "C", "C", "C", "C", "C", "C", "C", "C", "C", "C", "H", "H", "H", "H", "H", "H", "H", "H", "H", "H", "H", "H", "H", "H", "H", "H", "H", "H", "H", "H", "H", "H"], "coordinates": [[-0.3885, -2.7348, -0.7908], [0.6575, -0.1662, -1.0337], [2.4931, 1.4282, -3.5657], [1.5311, 0.9932, -1.2846], [1.0324, -0.9514, 0.0867], [-2.1847, -0.2556, 1.9123], [1.8470, 1.8421, -0.0437], [-0.4643, 1.1759, 3.0594], [0.4205, -0.9325, -2.2256], [-0.7421, -1.9077, -2.0378], [1.8964, 1.3618, -2.4968], [-0.0679, -1.8408, 0.3989], [-1.6595, 2.0939, 1.0741], [-1.4826, 0.8604, 1.9527], [-1.6754, -1.4104, -1.8381], [1.2181, 1.6949, 0.8241], [-1.2543, -3.2869, -0.4788], [0.2094, 0.4120, 3.0740], [2.9374, 1.6947, 0.2379], [0.3753, -3.3373, -1.0922], [1.1385, -0.4186, 1.0735], [-0.9329, 2.1853, 0.4273], [-1.0226, -1.3953, 0.6772], [1.7544, 2.8317, -0.4998], [1.4517, -1.5709, -2.3963], [2.2591, 2.1719, -4.2832], [-0.9492, -2.6579, -2.9089], [-0.8875, 1.2732, 4.0168], [-1.5690, 2.9428, 1.7491], [0.0136, 2.1478, 2.9342], [1.9345, -1.6569, -0.1758], [-2.7712, 2.1866, 0.8010], [-2.9431, -0.5924, 1.1425], [0.1237, -2.5398, 1.3006], [0.1910, -0.1690, -3.0406], [-2.0080, -1.1069, 2.6609]], "forces_ev_per_angstrom": [[-2.38, -0.11, 0.02], [-0.02, 2.18, -0.67], [0.21, 1.61, -0.67], [-0.88, -0.78, 1.42], [1.63, -0.73, 0.63], [-0.75, -2.48, 0.37], [2.02, 0.04, -1.73], [-1.47, 1.24, -1.40], [1.62, -0.72, -0.75], [0.20, -1.41, -0.80], [0.26, -0.75, -0.12], [-1.42, -3.48, 1.57], [-5.97, -0.72, 4.29], [0.22, 1.99, 0.68], [-0.26, 0.35, 0.22], [-0.25, 0.03, -0.19], [1.80, 0.49, -0.91], [2.28, -1.98, 0.41], [-1.31, 0.20, -0.08], [0.06, -0.32, 0.51], [0.65, 0.00, -1.39], [3.24, 0.41, -4.10], [0.41, 0.46, -0.50], [0.06, 0.32, 1.08], [-2.26, 1.29, -0.44], [-0.26, -1.28, 1.03], [0.75, 1.43, 1.51], [-0.96, -0.26, 1.28], [0.17, 0.15, 0.11], [0.23, -0.24, -0.47], [-0.78, 1.37, 0.73], [1.87, -0.32, -0.72], [0.81, 1.10, 0.78], [0.16, 0.92, -1.55], [0.46, -1.50, 0.72], [-0.14, 1.48, -0.85]]}

No. 3
{"formula": "C11H22N4S", "method": "the ωB97M-V functional and the def2-TZVPD basis", "e_tot_ha": -1049.56802, "e_above_lowest_kj_mol": 3.0, "spin_multiplicity": 1, "smiles": "CCCCCCCCCSc1n[nH]c(N)n1", "gap_ev": 8.60, "lumo_ev": 0.6, "species": ["S", "N", "N", "N", "N", "C", "C", "C", "C", "C", "C", "C", "C", "C", "C", "C", "H", "H", "H", "H", "H", "H", "H", "H", "H", "H", "H", "H", "H", "H", "H", "H", "H", "H", "H", "H", "H", "H"], "coordinates": [[3.4667, 2.1226, 0.1481], [5.9074, -0.5979, -0.8045], [5.3440, -2.5572, 0.4575], [4.1707, -0.4825, 0.5164], [5.4564, 0.6804, -0.9124], [-2.6318, 0.6059, 0.2844], [2.2110, 1.4438, 1.2922], [-5.4714, -0.1747, -0.7753], [1.1607, 0.6041, 0.5831], [5.1208, -1.2721, 0.0648], [-0.6010, 0.5817, -1.2625], [0.3225, 1.4302, -0.3884], [4.4212, 0.7010, -0.1061], [-4.6231, -1.0361, 0.1528], [-1.6387, -0.2466, -0.5017], [-3.6767, -0.2213, 1.0363], [-4.0531, -1.7551, -0.4379], [-2.0890, 1.2007, 1.0215], [-4.2756, 0.4565, 1.6503], [-5.2862, -1.6084, 0.8068], [-6.0075, 0.5828, -0.2072], [6.7329, -0.8878, -1.3007], [4.5654, -2.9761, 0.9402], [1.7647, 2.3176, 1.7659], [0.5217, 0.1575, 1.3479], [5.8063, -3.1578, -0.2060], [2.7525, 0.8540, 2.0293], [1.6616, -0.2049, 0.0483], [-0.2611, 2.1649, 0.1694], [-6.2000, -0.7896, -1.2993], [-3.1287, 1.3013, -0.3939], [0.9992, 1.9839, -1.0439], [-2.1824, -0.8476, -1.2333], [-4.8548, 0.3236, -1.5186], [0.0134, -0.0985, -1.8583], [-1.1232, 1.2445, -1.9573], [-1.1354, -0.9366, 0.1782], [-3.1592, -0.9062, 1.7136]], "forces_ev_per_angstrom": [[-0.26, 0.49, 0.20], [-0.39, -0.38, 0.46], [0.11, -0.37, 0.09], [-0.02, -0.52, 0.24], [-0.10, 0.76, -0.27], [0.05, -0.34, 0.12], [0.35, -0.14, -0.31], [0.12, -0.23, 0.09], [-0.09, 0.29, -0.12], [0.25, 0.59, -0.36], [-0.01, 0.00, 0.17], [-0.01, -0.27, -0.08], [0.56, -0.57, -0.23], [-0.01, 0.16, 0.10], [-0.05, 0.32, -0.13], [0.00, 0.00, -0.15], [-0.02, -0.10, 0.02], [0.00, 0.12, -0.02], [-0.02, -0.03, 0.09], [0.04, -0.08, -0.04], [-0.08, 0.12, 0.02], [-0.09, 0.02, 0.09], [0.03, -0.02, -0.05], [0.03, 0.03, 0.05], [-0.03, -0.11, 0.03], [-0.11, -0.03, 0.06], [-0.08, 0.11, 0.09], [-0.05, -0.07, 0.06], [-0.02, 0.12, 0.02], [-0.09, 0.02, -0.09], [0.01, 0.13, -0.03], [-0.05, 0.05, 0.04], [0.00, -0.12, 0.02], [0.01, 0.11, -0.12], [0.03, 0.04, -0.09], [-0.01, -0.04, -0.10], [-0.01, -0.12, 0.03], [0.01, 0.04, 0.09]]}

No. 4
{"formula": "C11H22N6O4", "method": "the ωB97M-V functional and the def2-TZVPD basis", "e_tot_ha": -1061.54542, "e_above_lowest_kj_mol": 1063.0, "spin_multiplicity": 1, "smiles": "[H]/N=C(\\N)NCCC[C@H](NC(=O)[C@@H](N)CCC(N)=O)C(=O)O", "gap_ev": 9.34, "lumo_ev": 0.2, "species": ["O", "O", "O", "O", "N", "N", "N", "N", "N", "N", "C", "C", "C", "C", "C", "C", "C", "C", "C", "C", "C", "H", "H", "H", "H", "H", "H", "H", "H", "H", "H", "H", "H", "H", "H", "H", "H", "H", "H", "H", "H", "H", "H"], "coordinates": [[3.4571, -2.1331, -0.3470], [-1.0800, 1.9913, 1.1969], [2.0355, -3.8419, -0.4829], [0.2164, 1.2407, -1.3897], [-3.8902, 0.3042, -0.8167], [0.7971, -0.9272, -0.9023], [-3.1296, -2.0316, -0.3038], [-1.6967, -0.7325, -1.7963], [3.4923, 0.4914, -0.4776], [-1.0181, 3.2821, -0.8018], [-0.1995, -2.6820, 0.6038], [0.8738, 3.1956, 0.7564], [-2.7376, -2.0320, 1.2567], [-2.8123, -0.8354, -0.9951], [-1.3856, -1.6830, 1.2491], [2.2110, 0.9537, 0.2128], [2.1829, -2.6320, -0.1938], [-0.4950, 2.8582, 0.3985], [2.0332, 2.3973, 0.1601], [1.1091, -1.7887, 0.1902], [0.9508, 0.3969, -0.7818], [-1.0766, -1.2869, 2.3216], [2.2525, 0.5842, 1.4297], [3.5081, -1.3039, -0.1065], [0.1410, -3.5103, 1.1907], [3.9197, 1.0759, -1.1982], [-1.7722, 2.6534, -1.1446], [-4.9279, 0.1137, -0.4157], [4.0553, 0.2956, 0.5517], [-1.1926, -0.6917, 0.4020], [1.4186, 4.3223, 0.5365], [0.9858, 3.2274, 1.8381], [1.2921, -1.1248, 1.0459], [-3.2360, 1.0045, -0.0282], [-0.6010, 4.1760, -1.3337], [-0.6284, -2.8353, -0.4873], [-2.5200, -2.7978, -0.6743], [3.0432, 2.7373, 0.8030], [2.4357, 2.7242, -0.8345], [-3.4779, -1.0717, 1.6290], [0.2013, -1.1773, -1.6459], [-2.7531, -3.1118, 1.5799], [-1.9821, 0.2048, -2.1951]], "forces_ev_per_angstrom": [[-2.05, -7.93, -1.25], [1.61, 3.25, -3.54], [0.08, 3.38, 0.89], [3.51, -2.98, 1.17], [3.27, 0.84, 3.06], [1.44, 1.55, 0.52], [1.04, -0.81, 0.43], [-6.80, 1.69, 2.33], [0.13, -0.95, 5.95], [0.32, 1.99, 0.71], [-1.69, 3.40, -2.47], [4.07, 3.96, 0.35], [-4.48, 1.03, -2.70], [0.18, -0.45, -1.14], [7.66, 4.51, -0.34], [-1.74, -2.43, -0.33], [3.91, -5.82, -1.91], [-2.99, -2.93, 0.89], [4.66, 2.46, 1.19], [-3.82, 0.65, 2.17], [-0.99, 2.53, 0.21], [-0.24, -0.78, -2.09], [-0.48, 0.71, -3.67], [0.29, 7.15, 1.34], [-0.31, -0.69, -0.02], [-0.07, 0.21, 0.89], [0.83, 1.36, -0.04], [3.73, -0.21, -0.83], [-0.62, 1.34, -4.61], [-0.61, -2.52, 3.23], [-2.55, -2.46, 0.10], [-0.32, -0.57, 0.08], [0.41, -0.51, -0.16], [-2.94, -2.40, -2.77], [-1.45, -3.40, 1.60], [0.93, -0.95, 2.39], [-0.86, 1.03, 0.02], [-2.51, -0.34, -1.22], [-1.27, -0.05, 0.46], [2.04, -3.39, -0.15], [-1.15, -0.77, -0.62], [-1.47, 1.24, 0.15], [1.30, -0.93, -0.28]]}

No. 5
{"formula": "C11H22NS", "method": "the ωB97M-V functional and the def2-TZVPD basis", "e_tot_ha": -884.89283, "e_above_lowest_kj_mol": 414.1, "spin_multiplicity": 1, "total_charge": 1, "gap_ev": 9.30, "lumo_ev": -3.2, "species": ["S", "N", "C", "C", "C", "C", "C", "C", "C", "C", "C", "C", "C", "H", "H", "H", "H", "H", "H", "H", "H", "H", "H", "H", "H", "H", "H", "H", "H", "H", "H", "H", "H", "H", "H"], "coordinates": [[-0.1581, 1.2263, -0.8554], [1.0394, -1.1619, 0.5743], [-3.1148, 1.6214, -0.2109], [-2.3406, -0.8806, 2.6463], [2.7109, 0.2687, -0.6224], [1.5232, 0.0723, 0.2999], [-2.9433, -0.2323, 1.4214], [-2.2378, -0.7062, 0.0550], [3.9192, 0.8715, 0.1274], [-0.2851, 0.3015, -2.3744], [3.1966, -0.9491, -1.4196], [-2.5434, 1.2106, 1.1331], [-1.8677, 0.7593, -0.1195], [-3.1759, -1.0172, 3.3711], [0.6022, -0.1001, -2.9532], [-2.1968, 1.8408, 1.9341], [-1.4636, -1.4749, 0.2034], [2.3611, 0.9660, -1.4429], [1.1763, 0.8894, 0.9300], [3.7645, -1.7896, -0.9417], [2.4169, -1.5772, -1.8974], [4.6631, 1.3610, -0.4549], [-0.8686, 0.9234, -3.0594], [-2.7514, -1.0925, -0.8738], [3.8277, -0.5464, -2.1633], [4.3417, -0.0556, 0.5047], [-1.8399, -1.8126, 2.5001], [-4.0791, 1.4953, -0.6661], [1.6127, -1.8581, 0.0537], [0.3758, -1.4793, 1.2957], [-0.9830, -0.6398, -2.0832], [-2.7582, 2.6045, -0.4696], [3.6934, 1.4701, 1.0294], [-4.0473, -0.3540, 1.5035], [-1.5703, -0.1547, 3.0244]], "forces_ev_per_angstrom": [[-1.51, 0.35, -0.03], [2.47, -0.15, -1.05], [2.15, 1.31, 0.46], [-0.02, 1.79, 1.07], [-0.41, 0.83, -1.08], [-1.99, -0.55, 0.85], [-1.22, -1.24, -1.12], [-0.71, -0.37, -0.83], [-0.87, -1.23, 1.61], [-2.03, -2.66, -0.58], [-0.90, -2.05, 0.59], [-0.47, -0.50, -0.01], [1.58, -0.47, -1.33], [1.07, 0.09, -0.09], [-0.60, 0.80, 1.31], [-0.05, 0.51, -0.13], [-0.02, 0.68, 0.33], [0.27, -0.41, 1.07], [1.07, -0.50, 0.51], [-0.08, 1.24, 0.49], [-0.07, 0.93, -0.20], [0.23, 0.39, -0.77], [0.09, -0.25, -0.04], [-0.29, 0.36, 1.32], [0.71, 0.16, -1.04], [0.76, 0.19, 0.43], [0.08, -0.78, -0.32], [-0.28, -1.13, 0.14], [-1.24, 0.17, 0.88], [0.73, 0.76, -0.59], [1.75, 2.00, -0.96], [-0.07, 0.54, 0.10], [-0.18, -0.03, -0.68], [0.69, 0.01, -0.58], [-0.64, -0.78, 0.27]]}